No. 1
Density functional theory data (ωB97M-V/def2-TZVPD) for 13 unconnected molecules or ions with the total composition C29H54BCl36O4P2.

```
126
Properties=species:S:1:pos:R:3:forces:R:3
H 10.43338 0.44919 -0.59051 -0.0052 -0.0129 -0.0109
Cl 4.14280 -0.77910 3.21592 0.0246 0.0085 0.0607
H -4.08923 4.33664 2.49972 -0.0689 0.0738 0.1674
C 1.42132 -7.93920 -0.37640 0.0060 0.1148 0.0725
Cl -8.86820 0.65059 4.96475 -0.1573 0.1045 -0.0183
H -0.33860 0.11186 2.96721 -0.0748 -0.3157 -0.0697
Cl -4.68759 -0.22264 2.55120 0.1148 0.1185 0.0765
C 11.06455 -2.33634 -7.31814 -0.1328 -0.0152 0.0182
H 1.17023 2.15983 -3.26142 -0.3367 -0.0353 -0.1959
C 2.44271 2.12190 -1.59299 -0.0804 0.0116 0.1643
C 4.90654 -0.41976 -4.71564 -0.0806 0.0116 0.0449
H 1.44877 0.09385 2.90705 -0.2343 -0.3468 0.3278
H 1.43506 -0.09203 0.60561 0.1037 -0.1776 0.1400
H -6.80945 -0.17238 3.51217 -0.0401 0.0124 0.0088
H -4.46078 2.84390 1.66207 0.1167 -0.2560 -0.0397
Cl -0.10122 2.70057 7.95328 0.0245 -0.0063 0.0498
C -0.33978 -3.96479 0.55561 -0.8747 -0.0164 0.8507
H 9.74336 -2.37400 -4.27282 -0.0323 -0.0027 0.0516
Cl 12.02937 -0.60548 0.74865 -0.0092 -0.0160 -0.0221
H 5.33147 -2.42002 2.06040 0.0577 0.0445 -0.0430
H -3.25289 1.38097 0.36591 -0.0321 -0.1379 0.1076
H -3.60991 -2.02699 1.31549 0.4841 -0.2845 0.2588
H 0.03217 2.66219 2.27878 0.0513 -0.0694 -0.3104
H -5.33898 1.87245 -3.64822 -0.0006 0.0015 0.0361
C 0.53824 0.38387 0.99431 -0.4338 0.0729 -0.0664
H -1.90348 -3.43196 2.97305 -0.2069 0.0296 0.0421
H -0.46875 -3.05367 3.89050 0.1090 0.2164 0.2186
H 2.96018 1.30532 -1.09492 0.0000 -0.1129 0.1455
Cl -5.41991 0.00728 -5.05827 -0.0059 0.0181 0.0062
Cl 12.32380 1.79764 -0.85603 -0.0064 -0.0070 -0.0249
H -1.74723 2.11919 0.99290 -0.1242 -0.1881 0.2534
C 1.24750 0.11265 -2.58273 -0.7807 0.0190 -0.2165
H -8.50213 -0.97841 6.59463 0.0177 -0.0018 -0.0013
Cl 4.84269 -0.83016 0.39696 0.1272 0.0428 0.0304
H -3.10036 -0.47003 -2.17106 0.3182 0.0451 -0.1023
H -5.63369 4.14541 1.64924 -0.0642 -0.0350 0.0836
Cl -7.63064 1.42760 -3.81101 -0.0438 -0.0194 -0.1604
H -0.25861 1.19778 4.80365 -0.0242 -0.1293 0.0758
Cl 3.82501 0.88369 -5.20559 0.1039 0.0804 0.0490
Cl 1.00907 0.57566 9.59388 0.0032 0.0053 0.0345
H 0.42771 -4.65745 0.88933 0.1972 -0.0759 -0.1766
Cl -5.92094 2.78454 -5.72638 0.0080 0.0243 0.0221
Cl -0.03256 -7.54673 0.53087 -0.0167 -0.0897 -0.0116
O -3.22446 -2.48070 0.55704 -0.4657 0.2726 -0.1008
C -4.74159 -1.77628 -1.63402 0.6336 0.5846 -0.0467
Cl 2.64650 -6.69044 -0.16608 0.0024 -0.0092 -0.0142
H 1.16200 -7.98175 -1.42520 0.0070 -0.0159 -0.0166
P -0.96884 -0.63546 0.32885 -0.4083 0.4202 0.3578
H 0.53823 2.73550 5.03971 -0.0226 0.1816 0.0779
H -4.89680 -2.81729 -1.38010 -0.1723 -0.1325 0.0110
C -0.00850 -0.71994 -2.27896 0.9181 -0.6471 -0.8308
H 3.15665 2.55921 -2.29082 0.0593 0.0709 -0.0644
Cl 9.95355 -1.04789 -7.77681 0.0155 0.0014 -0.0025
Cl 4.07254 -1.97357 -4.82489 0.0369 -0.0213 0.0020
Cl 11.76662 -2.01675 -5.72894 0.1685 0.0416 -0.0376
C -2.50144 2.99218 -0.82449 -0.0941 -0.4224 0.0088
C 4.46772 -1.81455 1.82182 -0.1275 -0.1883 -0.2405
Cl -9.84144 0.59124 7.69768 0.0126 -0.0033 0.0072
H 0.07652 -1.57734 -2.96331 -0.1236 -0.2214 0.0646
C -1.13574 -2.66624 3.12600 -0.5325 -0.8898 -0.7783
H 2.07293 3.59617 2.82794 0.1569 0.1300 0.0188
Cl 9.32860 -3.97518 -2.62050 0.0327 0.0005 -0.0139
H -2.93980 4.88098 0.63735 0.2379 -0.0207 -0.1898
Cl 9.10575 -1.08620 -2.42920 -0.0230 0.0350 -0.0310
H -4.49379 5.34612 -0.00352 -0.1282 0.0154 -0.1263
C -0.08305 2.16979 4.34956 0.1035 0.2173 -0.3286
Cl 10.43660 1.74661 1.35177 -0.0057 -0.0059 -0.0135
H -2.37809 2.64150 -1.84783 -0.2043 0.0458 -0.1018
H -1.74247 3.75939 -0.64968 0.0716 0.0892 -0.0054
C -2.26090 1.77033 0.08372 0.1334 0.4899 -0.3766
C -5.86768 -0.62121 3.79116 0.1045 -0.0451 -0.1000
H -1.04049 2.68109 4.25882 -0.1616 -0.0314 0.1085
H 2.44941 2.41013 4.05200 0.1143 -0.2670 0.0898
H -1.63552 -1.75520 3.43716 0.0953 0.1768 0.1336
Cl -0.82876 3.98144 -5.95109 -0.0216 0.0169 -0.0256
H 1.97027 2.63081 9.03092 0.0040 0.0072 0.0168
C 11.20476 0.80202 0.07890 0.0334 0.0340 0.0775
Cl 0.63288 1.49474 -6.29703 -0.0210 -0.0151 -0.0796
H 5.74319 -0.43500 -5.40127 0.0024 -0.0326 -0.0248
C 0.59531 2.02731 2.96091 -0.0467 -0.3045 1.0969
C 2.04313 2.52878 3.05033 -0.3171 0.3412 -0.5245
H 2.22387 2.86044 -0.82261 -0.0344 0.1544 -0.0129
H 2.67766 2.01763 2.32866 0.1322 -0.0042 -0.0518
Cl -6.15627 1.13237 -0.59563 -0.1391 0.1891 0.0299
Cl -6.10907 -2.36664 3.90358 -0.0451 -0.0058 0.0042
Cl -5.38288 0.04017 5.35585 0.0071 0.0014 0.0226
C -7.70474 1.93015 -0.39643 0.1715 0.0039 0.0722
O -3.80133 3.56343 -0.70741 0.2041 0.3409 0.0594
H 1.49302 -0.05357 -3.63350 0.0316 0.0420 -0.1346
Cl -7.54938 3.68720 -0.47547 -0.0386 0.0021 -0.0564
H -0.26026 -3.76364 -0.50710 0.1482 0.1176 -0.1096
C 8.99343 -2.48644 -3.50258 -0.0933 -0.0544 -0.0027
C -4.57002 3.91976 1.61781 -0.0884 0.1508 -0.1187
Cl -10.65421 -1.47238 5.82176 0.0116 -0.0108 0.0025
C -3.91983 4.49195 0.35622 -0.0011 -0.1226 0.2260
H -2.78197 -2.22488 -2.37074 0.2737 0.2130 -0.3094
H -1.76983 -0.17778 1.48765 -0.0272 -0.0648 0.2434
C -3.23572 -1.45573 -1.73658 -0.4731 -0.8880 0.3900
Cl 5.54961 -0.16548 -3.09589 -0.2556 0.2646 0.0577
C -5.98885 1.55909 -4.45678 0.0939 0.0055 0.0507
H -8.34910 1.62314 -1.20706 -0.0556 -0.0272 0.0212
C 1.17160 1.62050 -2.31481 1.2028 0.2799 0.1081
O -1.49613 0.85818 -0.61683 -0.0033 -0.2220 -0.0755
Cl 2.32800 1.33395 7.12217 -0.0032 0.0070 0.0138
H 2.04105 -0.37057 -2.01605 0.1881 0.0998 0.1686
H -0.92395 -0.22530 -2.58899 -0.1088 0.2202 0.4787
C 0.54310 0.55600 2.51100 0.4864 0.5919 -0.4216
H 0.28170 1.92768 -1.77577 -0.1378 -0.3283 0.1496
H -5.24583 -1.51013 -2.56115 -0.2745 -0.1302 -0.0172
B -2.56218 -1.59850 -0.29857 0.2641 0.2781 -0.3039
O 0.01192 -1.23778 -0.97976 -0.5137 0.3118 -0.1270
Cl 3.10011 -2.85881 1.46501 0.2892 0.1377 0.1539
Cl 10.25263 -3.90022 -7.33157 0.0090 -0.0003 0.0032
C -9.35748 -0.38049 6.30747 0.0323 -0.0307 -0.0167
H -1.30413 -4.43347 0.76926 -0.1384 -0.1260 -0.2314
P -0.19520 -2.40708 1.54529 1.2895 0.5098 0.2151
Cl 7.41394 -2.56078 -4.27734 0.2106 -0.2593 -0.0832
H -5.12718 -1.15701 -0.82504 -0.4077 -0.2651 -0.0267
H -1.64719 1.90252 -6.65026 0.0148 0.0149 -0.0459
C 1.37843 1.90535 8.49030 -0.0238 -0.0340 -0.0718
Cl -1.48288 1.65673 -4.33433 -0.1721 0.0356 -0.1087
Cl -8.47262 1.43997 1.12564 -0.0317 -0.0067 0.0263
H 11.86928 -2.36382 -8.03982 0.0214 0.0016 0.0022
Cl 2.05418 -9.52585 0.09054 -0.0002 -0.0263 -0.0227
C -0.93116 2.21654 -5.90320 -0.0065 -0.0308 0.1359
H 0.50103 1.37586 0.54412 -0.0779 0.0613 -0.2110
```
Positions in Å, forces in eV/Å.

Computed properties:
Strongest force on any atom, eV Å⁻¹: 1.40
DFT total energy, eV: -509199.508
2S+1: 1
Net charge: -1
Highest occupied orbital energy, eV: -3.23

Results of the Löwdin charge analysis, in e, for atoms 1 through 99:
1 H -0.053
2 Cl 0.534
3 H 0.069
4 C -1.555
5 Cl 0.542
6 H 0.057
7 Cl 0.617
8 C -1.541
9 H 0.057
10 C -0.110
11 C -1.561
12 H 0.066
13 H 0.052
14 H -0.063
15 H 0.040
16 Cl 0.542
17 C -0.356
18 H -0.080
19 Cl 0.519
20 H 0.004
21 H 0.077
22 H 0.010
23 H 0.105
24 H 0.005
25 C -0.288
26 H 0.014
27 H 0.007
28 H 0.034
29 Cl 0.549
30 Cl 0.515
31 H 0.105
32 C -0.191
33 H 0.008
34 Cl 0.497
35 H 0.070
36 H 0.035
37 Cl 0.542
38 H 0.065
39 Cl 0.538
40 Cl 0.513
41 H -0.041
42 Cl 0.521
43 Cl 0.551
44 O 0.018
45 C -0.145
46 Cl 0.529
47 H 0.009
48 P 0.563
49 H 0.017
50 H 0.069
51 C -0.304
52 H 0.051
53 Cl 0.535
54 Cl 0.526
55 Cl 0.559
56 C -0.177
57 C -1.538
58 Cl 0.526
59 H 0.113
60 C -0.334
61 H 0.071
62 Cl 0.539
63 H 0.107
64 Cl 0.544
65 H 0.107
66 C -0.097
67 Cl 0.532
68 H 0.079
69 H 0.118
70 C -0.301
71 C -1.553
72 H 0.066
73 H 0.049
74 H 0.000
75 Cl 0.520
76 H 0.006
77 C -1.570
78 Cl 0.520
79 H -0.011
80 C -0.408
81 C -0.080
82 H 0.059
83 H 0.061
84 Cl 0.613
85 Cl 0.538
86 Cl 0.519
87 C -1.536
88 O -0.186
89 H 0.056
90 Cl 0.559
91 H 0.028
92 C -1.540
93 C -0.077
94 Cl 0.527
95 C -0.275
96 H 0.106
97 H 0.003
98 C -0.168
99 Cl 0.498



No. 2
Density functional theory data (ωB97M-V/def2-TZVPD) for 7 unconnected molecules or ions with the total composition C29H54BFN6O3P.

```
95
Properties=species:S:1:pos:R:3:forces:R:3
O 0.03915 -0.15531 0.04654 3.9848 2.6226 1.4627
C -0.51235 4.15790 -4.62511 0.0860 -0.8996 -0.5073
P 1.59932 1.86820 -1.34338 -0.6324 1.7129 -1.4495
H -3.54646 -3.45385 3.71106 0.0033 -0.0721 0.1012
C -0.15312 8.88201 0.34325 -0.0866 0.4369 -0.1285
H -4.16518 -4.42535 5.06331 0.0542 0.0075 -0.1448
H -3.70078 -10.50428 7.62882 -0.0723 0.0944 -0.1067
H 2.59085 -2.65551 -6.89536 0.1296 0.0528 0.0881
H -0.01985 -0.43161 2.26579 -0.0157 -0.8052 -2.2064
H 3.92685 -1.40404 -2.22318 0.1283 0.5383 -3.0026
H -5.01589 -10.30178 6.45568 0.1604 0.0157 0.0741
H -0.42902 -5.07782 5.24715 -0.0980 0.2978 0.0795
C -4.01836 -9.95051 6.73793 -0.1243 -0.0333 0.0554
C -1.25543 9.38257 -0.58488 -0.0519 0.1031 -0.0644
C -3.03853 -10.15879 5.58745 -0.4551 -0.0159 0.0100
H -3.03218 -11.21959 5.31369 0.1589 0.1621 -0.0145
H 3.30155 -1.44258 -5.81346 -0.0621 -0.0579 -0.1061
H -1.05814 10.41622 -0.88613 -0.0200 -0.1831 0.0044
H 5.21054 -1.01694 -3.80802 -2.3623 0.4712 1.4022
H 1.21472 1.27636 -3.84225 0.6982 -1.0684 1.8411
C -2.38663 4.49860 -6.31453 -0.0768 0.0473 -0.0971
H 0.56820 4.72765 4.88894 -0.1864 0.0707 -0.0873
H -4.11033 -8.89272 7.00405 0.0768 -0.1183 -0.0087
C -3.66385 -4.47409 4.08991 -0.1073 0.0016 -0.0585
C -0.66000 4.91462 3.11726 1.0077 -0.4768 -0.2643
B 1.15482 0.78834 0.21749 -1.3536 -2.0803 3.2564
N 6.23505 -4.49700 -7.97600 -6.1582 7.2784 -3.2692
C 0.40759 4.38587 2.17337 5.7562 -2.8703 -5.4291
C 3.53053 -2.18439 -6.58509 -0.0684 -0.0171 0.0969
N -0.83901 -1.91677 4.36854 -1.9078 -9.2843 2.8443
H -2.12454 3.61122 -6.89940 0.0253 0.1088 0.0780
H -0.63037 6.00924 3.11665 0.0842 -0.3932 -0.0843
H -1.16492 4.79754 5.20735 0.0862 0.0968 -0.2477
O 4.49413 0.55488 -2.24376 -2.5417 -0.2089 -4.3975
H -2.35837 5.21489 -4.29026 0.1794 -0.1407 0.0401
H -0.36122 6.76679 -0.10481 -0.1360 0.0039 0.1885
C 5.46521 -3.59094 -8.39607 5.2190 -6.2694 2.5470
O 1.99564 0.97876 1.41267 -1.3713 1.0954 -3.9148
C 0.48715 -2.47845 1.17335 -0.7441 0.4993 0.0099
H -1.64631 4.60154 2.75774 0.2487 0.0570 -0.1327
H -1.39336 -1.19655 1.23371 2.6044 0.7481 -0.0586
C 4.53743 -2.49871 -8.90252 0.7749 -0.6338 0.5205
H 0.47150 7.11126 1.42179 -0.2145 -0.0599 -0.0212
H -0.11547 9.52756 1.22928 0.0694 -0.1998 -0.0950
H -1.31461 8.76833 -1.49066 -0.0215 0.0922 0.0939
C 4.24201 -0.77788 -3.17320 0.4015 4.3718 2.5409
C -1.66460 7.28420 1.51999 -7.4497 -0.8468 3.9940
C -0.45584 2.86099 4.60858 -0.0452 -0.0883 0.0883
H -2.49724 -6.22531 4.51865 0.2003 0.3244 -0.0016
H -1.85805 -5.23222 3.20899 0.0487 -0.0015 0.1518
N 1.29334 3.94738 1.39029 -6.8761 3.3128 6.0633
H -0.30040 2.52881 5.63990 -0.0701 0.0212 -0.1851
H -2.55490 3.46857 -4.43772 0.1597 0.1480 0.0479
F 0.51609 3.23381 -1.48992 2.7934 -3.5756 0.0376
H -1.87647 5.36398 -6.75279 -0.0888 -0.1273 0.0279
H 0.03548 5.02879 -5.00128 0.0348 -0.2489 -0.0678
C -1.36931 -4.51927 5.19271 0.1502 1.0115 -0.5514
H -0.29756 4.05775 -3.55604 0.1175 -0.1289 -0.2226
H -3.39577 -9.60211 4.71241 0.1678 -0.1124 0.0716
H 1.48843 -0.34451 -2.76201 0.0838 2.4345 0.0578
C -2.01636 4.33354 -4.84391 -0.4604 -0.0255 -0.2087
H 5.02121 -1.97177 -9.73160 0.0304 -0.2570 0.0995
C -0.40965 4.38374 4.53015 0.2171 -0.3522 0.3642
N -1.58400 -7.01173 6.55161 -0.1378 -10.0700 -2.0471
N -2.75497 7.16649 2.14233 8.6467 1.0035 -4.9840
C -0.03003 2.91205 -5.34999 2.9153 -6.7032 -3.9134
H 3.79428 1.42810 -4.41395 -0.9028 -1.9221 3.2082
C 3.46746 0.75838 -3.40463 1.4978 -3.1407 1.5171
H 2.52146 1.84958 1.31541 -1.2122 -1.8158 0.4620
H -2.23395 9.36888 -0.09447 0.1249 -0.0633 -0.0527
C -1.59736 -8.24109 6.27136 0.4408 8.2133 2.0060
H -3.46563 4.64942 -6.42001 0.1906 0.0164 0.0106
C 1.75118 0.78428 -2.91918 2.3163 0.3209 -1.5745
H 1.60319 -2.42705 0.80930 -2.2421 -0.0984 0.6325
H -0.94809 -9.90495 5.08286 0.0182 0.2199 0.1896
H 0.32763 2.40085 3.99814 -0.0801 0.0418 0.0159
H 3.58316 -0.71923 -8.15421 0.1267 -0.1178 -0.0824
C -1.07956 -3.09682 4.74227 1.7576 7.9463 -2.2848
H -0.20745 -3.10964 0.43501 1.8980 1.2435 1.5796
H 3.61646 -2.95500 -9.28160 0.2110 -0.0772 0.0766
H 0.45387 -2.96849 2.25824 0.0103 1.2278 -2.4592
H -4.32125 -5.00477 3.39397 0.0530 0.0610 0.1324
H 5.15157 -1.04877 -7.41834 -0.0874 -0.0633 -0.1866
H -1.23392 -10.29204 6.78904 -0.0116 0.2570 -0.0439
C -2.32212 -5.19120 4.20204 -0.3766 -0.0482 -0.3550
C -0.35020 7.42606 0.77002 -0.9370 0.2148 0.5707
H 0.81176 8.97836 -0.16665 -0.0607 -0.1397 0.1582
H 4.16315 -2.94865 -6.12262 -0.0605 0.0203 -0.1335
H -1.80965 -4.49732 6.19556 0.1716 0.1312 -0.2046
N 0.37014 1.87839 -5.95121 -3.0857 8.0426 4.8389
C -0.22181 -0.96451 1.24375 -1.7072 -2.4071 1.6328
H -1.42599 2.47996 4.26970 0.1390 0.0085 0.0629
C 4.22501 -1.51937 -7.76937 -0.0839 0.1616 0.3485
C -1.61336 -9.72289 5.93337 -0.1743 1.0444 0.0846
H 2.94268 2.41144 -1.09885 -1.4397 -0.0944 -0.4108
```
Positions in Å, forces in eV/Å.

Computed properties:
Strongest force on any atom, eV Å⁻¹: 10.28
DFT total energy, eV: -58699.272
2S+1: 1
Net charge: +1
Highest occupied orbital energy, eV: -12.60

Calculated atomic charges, method Löwdin, unit e:
1 O -0.059
2 C -0.187
3 P 1.180
4 H 0.064
5 C -0.269
6 H 0.081
7 H 0.080
8 H 0.082
9 H 0.110
10 H 0.131
11 H 0.076
12 H 0.101
13 C -0.113
14 C -0.111
15 C -0.275
16 H 0.112
17 H 0.044
18 H 0.078
19 H 0.126
20 H 0.049
21 C -0.108
22 H 0.117
23 H 0.069
24 C -0.111
25 C -0.197
26 B -0.540
27 N 0.107
28 C -0.106
29 C -0.117
30 N 0.110
31 H 0.072
32 H 0.076
33 H 0.119
34 O -0.259
35 H 0.113
36 H 0.116
37 C -0.166
38 O 0.036
39 C -0.079
40 H 0.121
41 H 0.145
42 C -0.194
43 H 0.101
44 H 0.117
45 H 0.075
46 C 0.004
47 C -0.180
48 C -0.106
49 H 0.070
50 H 0.107
51 N 0.122
52 H 0.081
53 H 0.115
54 F -0.277
55 H 0.081
56 H 0.123
57 C -0.225
58 H 0.082
59 H 0.111
60 H 0.119
61 C -0.270
62 H 0.115
63 C -0.256
64 N 0.140
65 N 0.135
66 C -0.155
67 H 0.184
68 C -0.180
69 H 0.096
70 H 0.073
71 C -0.107
72 H 0.080
73 C -0.205
74 H 0.083
75 H 0.115
76 H 0.062
77 H 0.110
78 C -0.140
79 H 0.095
80 H 0.117
81 H 0.071
82 H 0.073
83 H 0.110
84 H 0.120
85 C -0.288
86 C -0.198
87 H 0.112
88 H 0.071
89 H 0.102
90 N 0.113
91 C -0.230
92 H 0.082
93 C -0.277
94 C -0.183
95 H 0.085